Record 1
215
Properties=species:S:1:pos:R:3 method="wB97M-V/def2-TZVPD" max_force_ha_per_bohr=0.0850 spin_multiplicity=1 smiles=CC1(C)CCCC(C)(C)N1O.CC1(C)CCCC(C)(C)N1O.CC1(C)CCCC(C)(C)N1O.CC1(C)CCCC(C)(C)N1O.CC1(C)CCCC(C)(C)N1O.CC1(C)CCCC(C)(C)N1O.CC1(C)CCCC(C)(C)N1O.ClC(Cl)Cl charge=0 e_homo_ev=-8.05 gap_ev=8.4
C -6.100 2.081 2.793
C -5.380 1.312 3.914
C -3.910 1.257 3.445
C -5.431 2.118 5.295
C -5.097 1.212 6.502
C -5.890 -0.069 6.512
C -5.722 -0.875 5.236
C -4.278 -1.482 5.212
C -6.774 -1.963 5.173
N -6.079 0.020 4.064
O -5.740 -0.775 2.953
H -7.160 2.116 2.926
H -5.775 3.173 2.816
H -5.780 1.779 1.797
H -3.318 0.873 4.230
H -3.664 0.573 2.602
H -3.708 2.282 3.245
H -4.789 2.988 5.236
H -6.467 2.475 5.397
H -4.033 1.118 6.509
H -5.251 1.767 7.429
H -6.923 0.235 6.568
H -5.648 -0.730 7.396
H -4.090 -1.941 4.242
H -4.336 -2.339 5.898
H -3.546 -0.723 5.538
H -7.718 -1.482 4.797
H -6.904 -2.515 6.134
H -6.598 -2.712 4.371
H -6.574 -1.053 2.617
C 7.775 -3.603 0.075
C 6.918 -2.398 0.626
C 6.086 -2.932 1.743
C 7.760 -1.222 1.111
C 8.347 -0.423 -0.035
C 7.236 0.040 -0.949
C 6.373 -1.130 -1.549
C 5.215 -0.469 -2.297
C 7.211 -1.754 -2.626
N 5.925 -1.887 -0.418
O 5.150 -3.015 -0.856
H 8.339 -3.453 -0.878
H 8.397 -3.910 0.861
H 7.072 -4.362 -0.026
H 5.572 -2.014 2.148
H 5.266 -3.626 1.481
H 6.715 -3.526 2.458
H 6.975 -0.584 1.671
H 8.418 -1.526 1.884
H 8.902 0.370 0.400
H 9.086 -0.960 -0.637
H 7.544 0.631 -1.804
H 6.494 0.632 -0.356
H 5.642 0.345 -2.904
H 4.556 0.051 -1.570
H 4.616 -1.173 -2.974
H 6.715 -2.689 -3.029
H 8.165 -1.988 -2.239
H 7.371 -0.962 -3.335
H 4.182 -2.911 -0.690
C 0.841 -4.771 0.781
C 1.308 -5.052 -0.610
C 2.719 -5.663 -0.569
C 0.217 -5.908 -1.288
C 0.341 -6.159 -2.774
C 0.208 -4.769 -3.405
C 1.355 -3.814 -2.883
C 2.715 -4.267 -3.530
C 1.056 -2.375 -3.394
N 1.277 -3.727 -1.357
O 2.424 -2.910 -0.857
H -0.107 -4.312 0.741
H 0.897 -5.673 1.356
H 1.455 -4.038 1.287
H 3.405 -5.009 -0.082
H 2.625 -6.639 -0.027
H 3.194 -5.642 -1.499
H 0.187 -6.868 -0.766
H -0.766 -5.474 -1.094
H 1.287 -6.680 -2.978
H -0.500 -6.849 -2.989
H -0.759 -4.342 -3.128
H 0.171 -4.738 -4.480
H 2.645 -4.172 -4.625
H 2.933 -5.289 -3.278
H 3.608 -3.654 -3.108
H 1.758 -1.717 -2.991
H -0.006 -2.050 -3.155
H 1.143 -2.317 -4.481
H 2.011 -2.327 -0.186
C 2.558 1.141 0.227
C 2.788 0.826 1.684
C 4.289 0.388 1.898
C 2.486 2.075 2.580
C 0.973 2.317 2.838
C 0.303 1.013 3.349
C 0.509 -0.180 2.371
C -0.032 -1.508 3.111
C -0.332 0.002 1.085
N 1.954 -0.307 2.293
O 2.195 -1.520 1.481
H 3.435 1.646 -0.184
H 2.530 0.229 -0.333
H 1.624 1.751 0.047
H 4.433 0.091 2.942
H 4.517 -0.420 1.182
H 4.930 1.297 1.799
H 2.808 1.758 3.552
H 3.090 2.953 2.320
H 0.857 2.930 3.718
H 0.331 2.695 2.064
H -0.756 1.187 3.564
H 0.750 0.766 4.290
H 0.668 -1.550 3.979
H 0.056 -2.393 2.482
H -1.008 -1.359 3.479
H -0.039 -0.708 0.309
H -0.143 0.983 0.685
H -1.382 -0.158 1.311
H 2.794 -1.984 2.043
C 0.795 7.020 1.910
C 1.664 7.104 0.740
C 1.974 5.581 0.391
C 0.871 7.678 -0.453
C 1.643 8.066 -1.691
C 2.721 9.002 -1.232
C 3.672 8.360 -0.152
C 4.595 7.225 -0.632
C 4.633 9.473 0.313
N 2.795 8.001 0.934
O 3.656 7.517 1.996
H 1.235 6.464 2.751
H 0.490 8.020 2.325
H -0.096 6.489 1.678
H 2.833 5.177 0.974
H 1.156 4.892 0.656
H 2.168 5.521 -0.677
H -0.121 7.094 -0.538
H 0.471 8.637 -0.025
H 2.015 7.185 -2.227
H 0.914 8.512 -2.423
H 2.231 9.806 -0.729
H 3.347 9.423 -2.034
H 4.059 6.306 -0.957
H 5.224 7.001 0.223
H 5.273 7.675 -1.346
H 5.462 9.064 0.863
H 4.286 10.253 1.022
H 5.052 9.990 -0.560
H 3.531 8.222 2.633
C -2.811 -0.268 -7.012
C -2.741 0.168 -5.522
C -2.847 -1.102 -4.640
C -1.348 0.743 -5.372
C -1.132 1.668 -4.187
C -2.300 2.664 -4.076
C -3.668 1.999 -4.071
C -3.874 1.297 -2.732
C -4.700 3.092 -4.171
N -3.739 1.187 -5.270
O -4.956 0.492 -5.180
H -1.896 -0.817 -7.246
H -3.651 -0.781 -7.278
H -2.648 0.679 -7.631
H -3.790 -1.416 -4.277
H -2.345 -1.919 -5.136
H -2.266 -0.816 -3.737
H -0.548 -0.062 -5.354
H -1.135 1.299 -6.342
H -0.949 1.304 -3.188
H -0.176 2.153 -4.392
H -2.359 3.320 -4.982
H -2.130 3.265 -3.226
H -4.881 0.908 -2.587
H -3.764 1.928 -1.857
H -3.289 0.480 -2.516
H -4.611 3.481 -5.217
H -4.550 3.884 -3.467
H -5.741 2.679 -3.973
H -5.419 0.818 -5.934
C -3.895 -2.995 1.264
C -3.765 -3.428 -0.230
C -2.689 -2.520 -0.861
C -3.468 -4.988 -0.304
C -4.631 -5.951 -0.124
C -5.676 -5.561 -1.198
C -6.157 -4.079 -0.980
C -7.010 -3.465 -2.100
C -6.884 -3.938 0.351
N -4.964 -3.219 -1.010
O -5.312 -1.876 -0.844
H -4.595 -3.653 1.778
H -3.009 -3.099 1.929
H -4.350 -1.951 1.251
H -2.838 -1.485 -0.592
H -1.784 -2.982 -0.464
H -2.680 -2.512 -1.993
H -3.043 -5.141 -1.281
H -2.724 -5.292 0.386
H -4.374 -6.984 -0.337
H -4.993 -5.984 0.925
H -6.592 -6.142 -1.173
H -5.243 -5.616 -2.190
H -7.829 -4.165 -2.333
H -6.457 -3.258 -3.032
H -7.506 -2.590 -1.752
H -6.225 -4.395 1.050
H -7.829 -4.479 0.328
H -7.095 -2.911 0.662
H -5.188 -1.362 -1.658
Cl 5.510 3.082 5.007
C 6.533 3.664 3.677
Cl 5.645 4.616 2.572
Cl 7.350 2.240 3.032
H 7.318 4.306 4.154


Record 2
55
Properties=species:S:1:pos:R:3 method="wB97M-V/def2-TZVPD" max_force_ha_per_bohr=0.0476 spin_multiplicity=1 charge=0 relative_energy_ev=5.744 e_homo_ev=-5.48 gap_ev=4.3
C -5.335 -1.139 -1.865
N -3.993 -1.707 -1.781
C -3.860 -3.117 -1.442
C -2.918 -0.955 -1.974
C -1.600 -1.428 -1.812
C -0.468 -0.629 -1.878
C 0.845 -1.203 -2.034
C 1.821 -0.579 -2.844
C 2.996 -1.242 -3.170
C 3.274 -2.502 -2.617
C 2.345 -3.104 -1.759
C 1.155 -2.455 -1.445
H -6.054 -1.960 -1.780
H -5.504 -0.420 -1.047
H -5.454 -0.611 -2.823
H -4.865 -3.532 -1.345
H -3.313 -3.661 -2.224
H -3.330 -3.260 -0.491
H -3.092 0.089 -2.277
H -1.483 -2.509 -1.702
H -0.560 0.447 -2.037
H 1.604 0.423 -3.229
H 3.720 -0.758 -3.833
H 4.228 -2.984 -2.817
H 2.569 -4.071 -1.300
H 0.451 -2.887 -0.734
C 3.453 4.301 -0.045
C 1.988 4.167 -0.359
O 1.602 2.788 -0.100
C 0.464 2.409 -0.702
C -0.325 1.407 0.082
C -1.779 1.340 -0.132
N 0.302 0.834 1.080
C -0.266 0.288 2.120
C 0.466 0.099 3.337
C -0.129 -0.507 4.466
C 0.628 -0.698 5.612
C 1.960 -0.259 5.655
C 2.526 0.410 4.560
C 1.780 0.592 3.400
O 0.061 2.843 -1.779
H 3.729 5.353 -0.136
H 3.677 3.963 0.970
H 4.058 3.733 -0.758
H 1.369 4.803 0.292
H 1.763 4.398 -1.405
H -1.988 1.765 -1.118
H -2.094 0.294 -0.057
H -2.359 1.905 0.612
H -1.334 0.024 2.084
H -1.177 -0.797 4.403
H 0.178 -1.185 6.477
H 2.551 -0.428 6.556
H 3.545 0.792 4.608
H 2.175 1.124 2.535


Ordered E_tot results: -130861.27472, -31377.02186; unit eV.